ORCA calculation (the ωB97M-V functional and the def2-TZVPD basis) on a structure of composition C23H41AlN2P3S in a non-equilibrium geometry.

XYZ file:
```
71
Properties=species:S:1:pos:R:3
Al -0.8060 -1.1980 0.0623
P -1.0702 1.0267 1.0110
P -3.2014 -1.2095 -0.2066
P 4.5617 1.6491 -0.3961
H 0.9668 -2.2266 -3.6041
C 1.5898 -1.9686 -2.7450
C 1.5697 -2.7443 -1.6277
H 0.7639 -3.4591 -1.4604
C -1.2104 2.4021 -0.1683
C -2.4721 1.4073 2.1283
C 0.2876 1.6217 2.0746
C -3.7526 -2.6476 -1.1918
C -4.4759 -1.1932 1.1133
C -3.8086 0.1764 -1.2615
C 5.9546 1.6141 -1.4856
C 5.1477 1.5903 1.3018
C 3.3878 2.9906 -0.6768
H 2.3572 -1.2460 -3.0519
H 2.4879 -2.8969 -1.0608
H -1.5571 3.2699 0.4103
H -1.9385 2.1790 -0.9520
H -0.2425 2.6087 -0.6322
H -2.2499 2.3733 2.6008
H -2.5588 0.6602 2.9238
H -3.4204 1.4840 1.5853
H -0.0526 2.5713 2.5157
H 1.1992 1.7761 1.4799
H 0.5181 0.9290 2.8933
H -4.7178 -2.9950 -0.7882
H -3.0135 -3.4604 -1.1209
H -3.8909 -2.3456 -2.2424
H -5.2608 -0.4649 0.8469
H -4.0525 -0.9185 2.0872
H -4.9176 -2.1982 1.1921
H -4.7949 -0.1262 -1.6496
H -3.1226 0.3374 -2.1054
H -3.9089 1.1005 -0.6745
H 6.6713 2.4455 -1.3422
H 5.6263 1.5908 -2.5399
H 6.4888 0.6701 -1.3093
H 5.9142 2.3752 1.5066
H 5.5966 0.5871 1.4730
H 4.3140 1.6518 2.0451
H 3.8461 3.8558 -1.2059
H 2.9238 3.3427 0.2684
H 2.5339 2.5674 -1.2609
C 0.1634 0.0204 -2.2509
C 0.0797 1.0836 -3.1680
C -0.8723 1.0998 -4.1820
C -1.6983 -0.0169 -4.4122
C -1.6200 -1.1018 -3.5321
C -0.7557 -1.0776 -2.4220
S 1.3793 -0.0763 -0.9555
H 3.8581 0.4550 -0.6794
H 0.8573 1.8677 -3.0815
H -0.9987 1.9778 -4.8347
H -2.3785 -0.0380 -5.2555
H -2.2102 -1.9908 -3.6885
H -0.5108 -2.0784 -2.0454
N 0.6269 -0.9481 7.1590
C 0.4417 -1.1871 6.0244
C 0.2006 -1.4811 4.6196
C 1.2548 -1.5454 3.6966
C 0.9718 -1.7561 2.3490
N -0.3290 -1.8253 1.9262
C -1.3440 -1.9774 2.8306
C -1.0981 -1.7672 4.1820
H 2.2770 -1.3443 4.0022
H 1.7655 -1.8414 1.6003
H -2.3433 -2.2598 2.4768
H -1.9279 -1.7465 4.8814
```

Summary:
Maximum force ... 3.58 eV/Å
2S+1 ... 1
HOMO ... -0.57795 Ha
Energy above the lowest of the compared OMol25 structures with the same formula, charge and spin ... 97.8 kJ/mol
Total charge ... +3
M ... 497.57 g/mol
LUMO level ... -9.41 eV

Atom charges from the Löwdin analysis, given in e for atoms 1 to 4:
1 Al 0.29
2 P 0.78
3 P 0.82
4 P 0.86

ORCA calculation (the ωB97M-V functional and the def2-TZVPD basis) on a structure of composition C23H41AuF5OP2Te in a non-equilibrium geometry.

XYZ file:
```
74
Properties=species:S:1:pos:R:3
Au -0.0297 2.0249 -1.4987
C 2.9100 0.4192 -0.5552
C 2.3072 0.6185 -1.8023
C 2.6771 2.6996 -0.7745
C 3.0758 1.6813 0.1027
C 2.1250 2.0667 -1.9882
C 3.4111 -0.8628 -0.0089
H 3.2489 -1.6789 -0.7226
H 2.9085 -1.1120 0.9396
H 4.4965 -0.8173 0.1976
C 3.6457 1.8891 1.4486
H 3.7480 0.9411 1.9809
H 2.9936 2.5393 2.0445
H 4.6338 2.3716 1.3789
C 2.7967 4.1484 -0.5080
H 3.8565 4.4291 -0.3592
H 2.2675 4.4132 0.4214
H 2.3802 4.7518 -1.3264
C 2.0611 2.7114 -3.3342
H 2.6305 3.6452 -3.4004
H 1.0072 2.9493 -3.5284
H 2.3980 2.0406 -4.1342
C 1.9504 -0.4689 -2.7437
H 2.8388 -0.8297 -3.2870
H 1.2025 -0.1516 -3.4851
H 1.5375 -1.3450 -2.2080
C 0.8709 -2.8433 3.2454
C 1.5298 -3.6328 2.3809
C 1.0111 -4.1420 1.0720
C -0.4885 -4.6460 1.1563
C -1.4828 -3.6847 0.7002
C -1.1386 -2.3278 0.4364
C -0.4034 -1.5172 1.5173
C -0.4116 -2.1108 2.9467
H 1.6404 -4.9937 0.7633
H -0.7264 -4.9786 2.1851
H 1.1232 -3.3835 0.2765
H -1.2922 -2.7578 3.1003
H 1.2457 -2.6880 4.2660
H 2.5292 -4.0147 2.6356
H -0.5398 -1.2665 3.6493
H 0.6324 -1.3447 1.1864
H -0.6005 -2.2235 -0.5356
H -0.8130 -0.4918 1.5694
H -0.5641 -5.5635 0.5399
H -2.4713 -4.0416 0.4106
P -2.5658 -1.0658 -0.2138
C -3.7878 -1.4658 1.0844
C -3.1462 -2.0289 -1.6405
P -2.1982 1.7300 -1.6081
C -3.0203 0.7022 -0.3470
C -2.5561 1.0410 -3.2561
C -3.0840 3.3076 -1.5436
H -3.7356 -0.7005 1.8707
H -3.5997 -2.4508 1.5198
H -4.7828 -1.4451 0.6263
H -4.2395 -2.0900 -1.5897
H -2.7300 -3.0468 -1.5884
H -2.8343 -1.5646 -2.5854
H -4.1702 3.1477 -1.5123
H -2.8198 3.8885 -2.4364
H -2.7537 3.8487 -0.6527
H -2.8098 1.1558 0.6345
H -4.1163 0.7578 -0.5110
H -2.1512 1.7455 -3.9928
H -3.6386 0.9137 -3.3994
H -2.0349 0.0842 -3.3787
F 1.1571 3.6626 2.1874
Te -0.3122 2.4611 2.5370
F -1.6804 1.1935 3.0334
F -1.4340 3.9574 2.8967
F 0.9022 0.9722 2.3636
F 0.2465 2.5001 4.3686
O -0.8336 2.3668 0.7823
```

Summary:
Maximum force ... 4.73 eV/Å
2S+1 ... 3
HOMO (spin up / spin down) ... -0.38663 / -0.38496 Ha
Energy above the lowest of the compared OMol25 structures with the same formula, charge and spin ... 4.8 kJ/mol
Total charge ... +1
M ... 815.09 g/mol
LUMO level (spin up / spin down) ... -3.77 / -4.40 eV

Atom charges from the Löwdin analysis, given in e for atoms 1 to 4:
1 Au 0.81
2 C -0.19
3 C -0.22
4 C -0.17

ORCA calculation (the ωB97M-V functional and the def2-TZVPD basis) on a cluster of 10 separate species, C23H41BBrCl18FN3O in total in a non-equilibrium geometry.

XYZ file:
```
89
Properties=species:S:1:pos:R:3
C 0.1421 1.9119 2.6338
N -1.2990 1.6411 2.2081
C -2.1923 1.3544 3.3957
B -1.3515 0.5245 1.1621
O -2.2964 0.6931 0.0018
C -0.3956 -0.8214 1.2216
C 0.5763 -0.7708 -0.0976
C 2.1604 -0.6880 0.4199
C 3.2351 -0.5457 -0.8168
C 3.9087 -1.9562 -1.3110
F 4.0416 -2.9658 -0.2079
C 0.1184 -2.1717 -0.8627
C -0.7255 -3.1608 0.1360
C 0.1600 -4.4867 0.5156
C 0.0808 -5.3163 1.9138
C 1.0060 -6.6074 2.1254
N 2.0387 -7.2485 1.2652
C 2.0704 -6.4595 0.0029
C 1.2412 -5.1782 -0.4860
N -1.0387 -2.1945 1.2971
Br -2.9051 -2.3376 1.4810
H 0.7339 2.1393 1.6235
H 0.6481 0.9994 3.1696
H 0.2045 2.8179 3.3891
H -1.5897 0.8610 4.2927
H -2.7393 2.3330 3.8053
H -3.0124 0.5977 3.0417
H -2.2104 -0.1494 -0.5673
H 0.4037 -0.8863 2.1032
H 0.4112 0.0358 -0.9291
H 2.2207 0.3410 1.0219
H 2.4219 -1.5326 1.1985
H 2.7400 -0.0524 -1.7743
H 4.1138 0.1377 -0.4245
H 5.0215 -1.7027 -1.6373
H 3.3389 -2.3964 -2.2489
H -0.5725 -1.9035 -1.7683
H 1.1371 -2.5199 -1.3241
H -1.6938 -3.4098 -0.4854
H -0.6555 -4.9668 2.7640
H 0.8503 -7.1736 3.1676
H 2.8677 -6.8737 -0.7871
H 1.4225 -4.7207 -1.5566
H -0.7034 -2.5594 2.2262
C 7.0389 0.5015 -1.2688
Cl 5.4924 1.1133 -1.8684
Cl 7.5321 -0.9509 -2.1477
H 7.8016 1.2729 -1.4000
H 6.9383 0.2586 -0.2082
C -5.0964 2.4429 -0.8244
Cl -6.4316 1.5806 -1.5984
Cl -5.6963 3.7227 0.2374
H -4.5111 1.7349 -0.2326
H -4.4651 2.8884 -1.5971
C 1.3030 -7.1783 -3.9831
Cl 1.1359 -6.7913 -2.2662
Cl 1.0254 -5.7500 -4.9870
H 2.3135 -7.5515 -4.1669
H 0.5722 -7.9465 -4.2474
C 1.9298 4.4834 0.2762
Cl 2.5415 4.8926 1.8836
Cl 2.2600 2.7922 -0.1185
H 0.8500 4.6497 0.2535
H 2.4173 5.1231 -0.4634
C -6.9354 4.9357 -2.9046
Cl -8.6382 5.4103 -2.8820
Cl -6.0162 5.9191 -4.0505
H -6.5156 5.0691 -1.9046
H -6.8626 3.8857 -3.1984
C -3.7931 2.5792 -4.8087
Cl -3.1814 2.9884 -3.2013
Cl -3.4629 0.8881 -5.2034
H -4.8729 2.7455 -4.8314
H -3.3056 3.2190 -5.5484
C 4.6951 8.0320 2.3719
Cl 4.5279 8.4190 4.0888
Cl 4.4175 9.4603 1.3679
H 5.7055 7.6588 2.1881
H 3.9643 7.2638 2.1076
C 5.4152 -5.0228 2.6724
Cl 4.0801 -5.8852 1.8984
Cl 4.8154 -3.7430 3.7341
H 6.0005 -5.7308 3.2641
H 6.0465 -4.5773 1.8997
C -8.9065 4.5238 1.3543
Cl -8.9399 5.6964 2.6769
Cl -10.0505 3.2073 1.6425
H -9.1737 5.0299 0.4234
H -7.8992 4.1084 1.2725
```

Summary:
Maximum force ... 8.49 eV/Å
2S+1 ... 1
HOMO ... -0.41536 Ha
Total charge ... +1
M ... 1123.47 g/mol
LUMO level ... -4.59 eV

Atom charges from the Löwdin analysis, given in e for atoms 1 to 4:
1 C -0.11
2 N -0.16
3 C -0.10
4 B -0.44